No. 1
{"formula": "C24H22N2O5S", "method": "ωB97M-V/def2-TZVPD", "symbols": ["C", "C", "O", "C", "C", "C", "C", "C", "C", "C", "O", "C", "C", "C", "C", "S", "C", "O", "C", "O", "N", "C", "C", "C", "C", "C", "N", "C", "C", "C", "O", "C", "H", "H", "H", "H", "H", "H", "H", "H", "H", "H", "H", "H", "H", "H", "H", "H", "H", "H", "H", "H", "H", "H"], "xyz": [[-6.452, 0.628, 0.481], [-5.023, 1.033, 0.155], [-4.178, -0.022, 0.564], [-2.840, 0.099, 0.379], [-2.203, 1.191, -0.187], [-0.822, 1.212, -0.326], [-0.063, 0.144, 0.110], [1.440, 0.171, -0.029], [1.874, 0.218, -1.476], [1.550, -0.908, -2.360], [1.424, -2.039, -1.917], [1.371, -0.624, -3.780], [1.365, -1.558, -4.788], [1.104, -1.002, -6.049], [0.891, 0.343, -5.986], [1.026, 0.956, -4.396], [2.613, 1.329, -1.666], [3.264, 1.798, -2.733], [2.711, 2.082, -0.385], [3.322, 3.126, -0.240], [2.020, 1.375, 0.526], [1.797, 1.777, 1.895], [2.231, 0.685, 2.832], [3.579, 0.436, 3.067], [3.934, -0.619, 3.891], [2.922, -1.392, 4.442], [1.639, -1.166, 4.223], [1.305, -0.155, 3.442], [-0.688, -0.962, 0.677], [-2.064, -1.003, 0.814], [-2.761, -2.034, 1.355], [-2.046, -3.168, 1.786], [-6.705, -0.288, -0.045], [-7.139, 1.415, 0.184], [-6.550, 0.450, 1.548], [-4.915, 1.208, -0.925], [-4.760, 1.958, 0.687], [-2.773, 2.038, -0.532], [-0.344, 2.070, -0.775], [1.862, -0.718, 0.458], [1.554, -2.600, -4.603], [1.070, -1.570, -6.961], [0.663, 1.013, -6.792], [3.714, 2.615, -2.449], [2.383, 2.688, 2.050], [0.733, 1.998, 2.041], [4.331, 1.061, 2.608], [4.970, -0.837, 4.099], [3.146, -2.232, 5.086], [0.243, -0.006, 3.291], [-0.081, -1.792, 0.999], [-2.798, -3.864, 2.153], [-1.352, -2.923, 2.597], [-1.494, -3.631, 0.962]], "nbo_charge": [-0.617, -0.061, -0.488, 0.258, -0.306, -0.172, -0.072, -0.062, -0.200, 0.594, -0.552, -0.354, -0.181, -0.268, -0.390, 0.494, 0.280, -0.641, 0.614, -0.636, -0.397, -0.243, -0.077, -0.164, -0.250, 0.036, -0.416, 0.034, -0.303, 0.338, -0.492, -0.256, 0.216, 0.211, 0.215, 0.171, 0.170, 0.221, 0.207, 0.235, 0.239, 0.227, 0.237, 0.509, 0.246, 0.217, 0.222, 0.222, 0.194, 0.199, 0.231, 0.201, 0.181, 0.180], "e_lumo_ev": -0.3, "relative_energy_kj_mol": 0.0, "fmax_ev_per_a": 0.7, "charge": 0, "homo_lumo_gap_ha": 0.2872, "homo_ev": -8.071, "smiles": "CCOc1ccc([C@H]2C(C(=O)c3cccs3)=C(O)C(=O)N2Cc2cccnc2)cc1OC"}

=====

No. 2
{"formula": "C8H15NO4Sr", "method": "ωB97M-V/def2-TZVPD", "symbols": ["Sr", "C", "O", "C", "C", "O", "C", "H", "H", "H", "H", "H", "H", "H", "H", "H", "H", "O", "C", "C", "C", "C", "O", "N", "H", "H", "H", "H", "H"], "xyz": [[0.000, 0.000, 0.000], [-2.958, 1.150, -0.282], [-2.290, 0.361, -0.966], [-2.859, -1.124, -0.629], [-1.964, -2.319, -1.100], [-0.471, -2.456, -0.408], [-0.763, -3.018, 0.766], [-4.042, 1.140, -0.511], [-2.549, 2.111, -0.637], [-2.774, 1.061, 0.806], [-3.847, -1.242, -1.138], [-3.028, -1.235, 0.472], [-1.842, -2.230, -2.204], [-2.542, -3.270, -0.952], [-1.089, -4.072, 0.645], [-1.424, -2.472, 1.470], [0.252, -3.042, 1.195], [2.464, -2.762, 0.663], [2.947, -1.704, 1.054], [4.304, -1.644, 1.676], [4.476, -0.190, 1.991], [3.199, 0.420, 1.513], [2.984, 1.624, 1.613], [2.387, -0.499, 0.997], [5.059, -1.998, 0.968], [4.331, -2.261, 2.580], [5.325, 0.244, 1.454], [4.597, -0.019, 3.065], [0.346, 2.342, 0.344]], "nbo_charge": [1.683, -0.250, -0.565, -0.173, -0.158, -0.561, -0.306, 0.158, 0.235, 0.146, 0.239, 0.207, 0.225, 0.233, 0.184, 0.146, 0.259, -0.690, 0.663, -0.520, -0.518, 0.650, -0.609, -0.822, 0.227, 0.225, 0.229, 0.227, -0.763], "e_lumo_ev": -0.4, "fmax_ev_per_a": 12.4, "charge": 0, "homo_lumo_gap_ha": 0.2287, "homo_ev": -6.591}

=====

No. 3
{"formula": "C26H42N6S", "method": "ωB97M-V/def2-TZVPD", "symbols": ["C", "C", "C", "N", "C", "C", "C", "C", "C", "C", "N", "C", "S", "N", "C", "C", "C", "C", "N", "C", "N", "C", "C", "N", "C", "C", "C", "C", "C", "C", "C", "C", "C", "H", "H", "H", "H", "H", "H", "H", "H", "H", "H", "H", "H", "H", "H", "H", "H", "H", "H", "H", "H", "H", "H", "H", "H", "H", "H", "H", "H", "H", "H", "H", "H", "H", "H", "H", "H", "H", "H", "H", "H", "H", "H"], "xyz": [[-4.192, -2.231, -3.448], [-4.051, -2.448, -1.948], [-3.694, -1.132, -1.245], [-3.461, -1.194, 0.191], [-2.302, -2.002, 0.544], [-1.643, -1.531, 1.842], [-0.277, -2.180, 2.028], [-4.645, -1.520, 0.981], [-5.692, -0.403, 0.999], [-5.157, 0.897, 1.606], [-4.037, 1.418, 0.857], [-4.222, 2.221, -0.211], [-5.647, 2.985, -0.572], [-3.157, 2.423, -1.037], [-1.867, 1.895, -0.917], [-1.234, 1.391, -2.072], [0.003, 0.821, -1.992], [0.684, 0.742, -0.758], [1.888, 0.148, -0.738], [2.566, 0.086, 0.394], [3.735, -0.617, 0.370], [4.802, -0.444, 1.326], [5.810, 0.587, 0.802], [6.339, 0.111, -0.459], [7.512, 0.814, -0.934], [7.325, 2.291, -1.296], [5.273, -0.031, -1.433], [4.259, -1.051, -0.909], [2.054, 0.662, 1.592], [0.831, 1.267, 1.605], [0.293, 1.878, 2.862], [0.079, 1.310, 0.394], [-1.201, 1.875, 0.289], [-4.453, -3.161, -3.947], [-4.971, -1.500, -3.655], [-3.258, -1.865, -3.869], [-3.270, -3.188, -1.758], [-4.991, -2.839, -1.552], [-2.780, -0.732, -1.695], [-4.492, -0.408, -1.427], [-2.553, -3.071, 0.628], [-1.569, -1.891, -0.260], [-1.526, -0.448, 1.796], [-2.273, -1.769, 2.700], [0.180, -1.847, 2.957], [-0.369, -3.264, 2.058], [0.386, -1.914, 1.207], [-5.120, -2.452, 0.634], [-4.313, -1.688, 2.008], [-6.543, -0.743, 1.592], [-6.055, -0.197, -0.008], [-5.944, 1.654, 1.614], [-4.817, 0.719, 2.630], [-3.303, 0.716, 0.746], [-3.386, 2.900, -1.898], [-1.752, 1.452, -3.019], [0.491, 0.415, -2.865], [4.422, -0.141, 2.299], [5.310, -1.408, 1.435], [6.634, 0.694, 1.512], [5.295, 1.560, 0.706], [7.873, 0.272, -1.814], [8.274, 0.729, -0.154], [8.269, 2.702, -1.644], [7.000, 2.864, -0.431], [6.589, 2.405, -2.088], [5.702, -0.385, -2.372], [4.742, 0.918, -1.620], [3.426, -1.152, -1.602], [4.753, -2.015, -0.763], [2.625, 0.617, 2.506], [-0.639, 1.396, 3.156], [0.091, 2.937, 2.712], [1.007, 1.772, 3.675], [-1.667, 2.316, 1.156]], "nbo_charge": [-0.600, -0.421, -0.219, -0.474, -0.215, -0.393, -0.607, -0.219, -0.421, -0.223, -0.653, 0.304, -0.293, -0.611, 0.111, -0.223, -0.189, 0.177, -0.517, 0.417, -0.408, -0.211, -0.233, -0.452, -0.199, -0.637, -0.235, -0.229, -0.295, 0.091, -0.645, -0.148, -0.179, 0.211, 0.205, 0.200, 0.197, 0.196, 0.203, 0.201, 0.170, 0.202, 0.196, 0.193, 0.209, 0.203, 0.208, 0.176, 0.195, 0.216, 0.215, 0.244, 0.188, 0.444, 0.421, 0.218, 0.224, 0.204, 0.205, 0.204, 0.166, 0.192, 0.190, 0.215, 0.203, 0.205, 0.205, 0.173, 0.250, 0.196, 0.210, 0.225, 0.228, 0.220, 0.224], "e_lumo_ev": 0.3, "fmax_ev_per_a": 0.8, "charge": 0, "homo_lumo_gap_ha": 0.2850, "homo_ev": -7.430, "smiles": "CCCN(CCC)CCCNC(=S)Nc1ccc2nc(N3CCN(CC)CC3)cc(C)c2c1"}

=====

No. 4
{"formula": "C5H7NO", "method": "ωB97M-V/def2-TZVPD", "symbols": ["C", "N", "C", "C", "C", "C", "O", "H", "H", "H", "H", "H", "H", "H"], "xyz": [[-1.807, 0.140, 0.575], [-0.442, -0.153, 0.201], [0.120, -1.400, 0.011], [1.387, -1.230, -0.474], [1.616, 0.173, -0.604], [0.471, 0.789, -0.168], [0.102, 2.094, -0.047], [-2.259, 0.810, -0.162], [-1.860, 0.616, 1.559], [-2.370, -0.795, 0.595], [-0.444, -2.293, 0.242], [2.094, -2.017, -0.701], [2.484, 0.646, -1.042], [0.906, 2.622, 0.016]], "nbo_charge": [-0.399, -0.357, -0.089, -0.284, -0.402, 0.439, -0.680, 0.212, 0.206, 0.211, 0.209, 0.221, 0.220, 0.492], "e_lumo_ev": 0.8, "relative_energy_kj_mol": 63.9, "fmax_ev_per_a": 0.3, "charge": 0, "homo_lumo_gap_ha": 0.3120, "homo_ev": -7.700, "smiles": "Cn1cccc1O"}

=====

No. 5
{"formula": "C5H11NO", "method": "ωB97M-V/def2-TZVPD", "symbols": ["C", "C", "C", "N", "C", "C", "O", "H", "H", "H", "H", "H", "H", "H", "H", "H", "H", "H"], "xyz": [[2.221, 0.059, -1.378], [1.345, -0.876, -0.576], [1.244, -0.418, 0.840], [0.048, 0.187, 0.242], [-1.187, -0.472, 0.728], [-2.374, 0.280, 0.147], [-2.330, 1.637, 0.519], [1.965, 0.064, -2.441], [3.230, -0.371, -1.289], [2.273, 1.092, -1.005], [0.100, -0.393, -0.789], [1.948, 0.341, 1.189], [1.034, -1.169, 1.605], [-1.202, -1.541, 0.468], [-1.195, -0.378, 1.819], [-2.387, 0.164, -0.951], [-3.310, -0.134, 0.535], [-1.424, 1.928, 0.336]], "nbo_charge": [-0.699, -0.088, -0.309, -0.493, -0.267, -0.070, -0.714, 0.218, 0.243, 0.206, 0.349, 0.196, 0.194, 0.204, 0.208, 0.157, 0.188, 0.478], "e_lumo_ev": 1.1, "relative_energy_kj_mol": 506.2, "fmax_ev_per_a": 0.4, "charge": 0, "homo_lumo_gap_ha": 0.3610, "homo_ev": -8.687}

=====

No. 6
{"formula": "C2INO3", "method": "ωB97M-V/def2-TZVPD", "symbols": ["C", "C", "N", "O", "O", "O", "I"], "xyz": [[-2.364, 1.283, 0.564], [-0.659, 0.146, 1.787], [-1.808, 0.350, 1.653], [-3.351, 1.901, 0.918], [-1.857, 1.180, -0.527], [0.401, -0.202, 2.166], [9.639, -4.659, -6.561]], "nbo_charge": [0.872, 0.830, -0.629, -0.741, -0.734, -0.599, -1.000], "e_lumo_ev": 5.0, "relative_energy_kj_mol": 0.0, "fmax_ev_per_a": 3.0, "charge": -2, "homo_lumo_gap_ha": 0.2655, "homo_ev": -2.181}

=====

Repeat the sixth record exactly.
{"formula": "C2INO3", "method": "ωB97M-V/def2-TZVPD", "symbols": ["C", "C", "N", "O", "O", "O", "I"], "xyz": [[-2.364, 1.283, 0.564], [-0.659, 0.146, 1.787], [-1.808, 0.350, 1.653], [-3.351, 1.901, 0.918], [-1.857, 1.180, -0.527], [0.401, -0.202, 2.166], [9.639, -4.659, -6.561]], "nbo_charge": [0.872, 0.830, -0.629, -0.741, -0.734, -0.599, -1.000], "e_lumo_ev": 5.0, "relative_energy_kj_mol": 0.0, "fmax_ev_per_a": 3.0, "charge": -2, "homo_lumo_gap_ha": 0.2655, "homo_ev": -2.181}

=====

Repeat the fourth record exactly.
{"formula": "C5H7NO", "method": "ωB97M-V/def2-TZVPD", "symbols": ["C", "N", "C", "C", "C", "C", "O", "H", "H", "H", "H", "H", "H", "H"], "xyz": [[-1.807, 0.140, 0.575], [-0.442, -0.153, 0.201], [0.120, -1.400, 0.011], [1.387, -1.230, -0.474], [1.616, 0.173, -0.604], [0.471, 0.789, -0.168], [0.102, 2.094, -0.047], [-2.259, 0.810, -0.162], [-1.860, 0.616, 1.559], [-2.370, -0.795, 0.595], [-0.444, -2.293, 0.242], [2.094, -2.017, -0.701], [2.484, 0.646, -1.042], [0.906, 2.622, 0.016]], "nbo_charge": [-0.399, -0.357, -0.089, -0.284, -0.402, 0.439, -0.680, 0.212, 0.206, 0.211, 0.209, 0.221, 0.220, 0.492], "e_lumo_ev": 0.8, "relative_energy_kj_mol": 63.9, "fmax_ev_per_a": 0.3, "charge": 0, "homo_lumo_gap_ha": 0.3120, "homo_ev": -7.700, "smiles": "Cn1cccc1O"}